Record 1
{
  "formula": "C15H22Cl3GeN4O6P2STa",
  "method": "wB97M-V/def2-TZVPD",
  "symbols": ["Ta", "N", "C", "C", "P", "O", "O", "O", "P", "O", "O", "O", "H", "H", "H", "H", "H", "H", "H", "H", "C", "C", "C", "C", "N", "C", "C", "C", "C", "C", "C", "C", "H", "H", "H", "H", "H", "H", "H", "H", "Cl", "Ge", "Cl", "Cl", "C", "N", "C", "N", "S", "H", "H", "H", "H", "H", "H"],
  "xyz": [[0.328, 0.070, -0.495], [-4.186, 0.210, -2.222], [-2.824, -0.107, -2.803], [-2.997, -0.518, -4.264], [-1.883, 1.486, -2.620], [-0.827, 1.543, -3.778], [-2.882, 2.551, -2.528], [-1.036, 1.208, -1.353], [-1.957, -1.361, -1.802], [-2.750, -2.641, -2.170], [-1.892, -0.996, -0.342], [-0.495, -1.304, -2.318], [-4.400, 1.198, -2.464], [-4.197, 0.149, -1.200], [-4.909, -0.412, -2.596], [-3.446, 0.293, -4.841], [-3.624, -1.406, -4.350], [-2.026, -0.743, -4.701], [-1.020, 2.159, -4.505], [-2.333, -3.512, -1.999], [4.141, -0.836, 2.177], [4.963, 0.247, 1.956], [4.444, 1.310, 1.230], [3.148, 1.245, 0.717], [2.380, 0.118, 0.848], [2.866, -0.856, 1.603], [2.481, 2.374, 0.140], [3.109, 3.637, 0.020], [2.357, 4.739, -0.268], [0.971, 4.585, -0.443], [0.365, 3.331, -0.408], [1.095, 2.179, -0.187], [4.459, -1.680, 2.773], [5.965, 0.287, 2.359], [5.036, 2.201, 1.090], [2.239, -1.714, 1.775], [4.168, 3.745, 0.197], [2.804, 5.721, -0.339], [0.368, 5.462, -0.643], [-0.698, 3.294, -0.599], [2.003, 0.151, -2.107], [0.963, -2.910, -2.544], [0.805, -2.380, -0.044], [-0.466, -4.566, -2.391], [-3.223, -2.029, 3.190], [-1.972, -1.446, 2.708], [-1.838, -0.209, 2.307], [-2.865, 0.627, 2.287], [-0.234, 0.407, 1.925], [-3.036, -3.059, 3.473], [-3.979, -2.011, 2.405], [-3.577, -1.491, 4.071], [-1.146, -2.023, 2.681], [-3.756, 0.377, 2.693], [-2.695, 1.602, 2.105]],
  "orbital_gap_ev": [8.0, 5.8],
  "total_charge": 3,
  "s2": 0.786,
  "multiplicity": 2,
  "e_homo_ev": [-17.48, -17.63],
  "de_lowest_kcal_mol": 0.00,
  "total_energy_ev": -159191.4881
}

Record 2
{
  "formula": "C5H13NO",
  "method": "wB97M-V/def2-TZVPD",
  "symbols": ["C", "C", "N", "O", "H", "H", "H", "H", "H", "C", "C", "C", "H", "H", "H", "H", "H", "H", "H", "H"],
  "xyz": [[1.394, 1.680, 0.645], [0.507, 2.592, -0.126], [0.656, 2.557, -1.473], [-0.308, 3.364, 0.351], [1.928, 2.318, 1.362], [2.161, 1.245, 0.004], [1.064, 0.887, 1.312], [0.011, 3.088, -2.048], [1.512, 2.386, -1.992], [-0.601, -1.978, -1.058], [-0.206, -1.884, 0.401], [-1.449, -1.482, 1.230], [0.184, -2.404, -1.690], [-1.188, -1.185, -1.507], [-1.262, -2.862, -1.085], [0.057, -2.898, 0.735], [0.676, -1.313, 0.678], [-1.238, -1.491, 2.299], [-1.660, -0.437, 0.984], [-2.238, -2.182, 0.977]],
  "orbital_gap_ev": 10.6,
  "total_charge": 0,
  "e_homo_ev": -9.80,
  "de_lowest_kcal_mol": 16.14,
  "total_energy_ev": -8933.3108
}

Record 3
{
  "formula": "C4H7NO",
  "method": "wB97M-V/def2-TZVPD",
  "symbols": ["O", "N", "C", "C", "C", "C", "H", "H", "H", "H", "H", "H", "H"],
  "xyz": [[-2.539, 1.036, -0.226], [-1.929, -0.162, -0.544], [-0.680, -0.174, -0.335], [0.287, 0.843, 0.239], [1.342, -0.295, 0.291], [0.342, -1.287, -0.373], [-1.903, 1.567, 0.288], [0.523, 1.676, -0.433], [-0.014, 1.257, 1.210], [2.247, -0.102, -0.289], [1.627, -0.568, 1.309], [0.631, -1.636, -1.370], [0.067, -2.154, 0.233]],
  "orbital_gap_ev": 10.5,
  "total_charge": 0,
  "e_homo_ev": -9.56,
  "de_lowest_kcal_mol": 73.08,
  "total_energy_ev": -7796.4753
}

Record 4
{
  "formula": "C17H27FeN3S2",
  "method": "wB97M-V/def2-TZVPD",
  "symbols": ["Fe", "S", "S", "C", "C", "C", "N", "C", "C", "H", "H", "H", "H", "H", "H", "H", "H", "C", "H", "H", "H", "H", "H", "H", "H", "C", "C", "H", "H", "H", "H", "N", "C", "C", "C", "C", "C", "C", "C", "C", "N", "C", "H", "H", "H", "H", "H", "H", "H", "H"],
  "xyz": [[-0.882, 0.058, -0.165], [-1.239, -2.417, -0.545], [-1.248, 2.455, -0.562], [0.254, -3.449, -0.463], [-1.461, -2.409, -2.356], [-0.805, -1.222, -3.035], [-1.221, 0.014, -2.328], [-0.770, 1.242, -3.029], [-1.442, 2.435, -2.376], [-2.546, -2.408, -2.529], [-1.040, -3.350, -2.721], [-1.123, -1.159, -4.089], [0.294, -1.297, -3.028], [-1.046, 1.178, -4.094], [0.328, 1.300, -2.970], [-2.525, 2.424, -2.560], [-1.023, 3.376, -2.741], [0.331, 3.364, -0.460], [-2.250, 0.025, -2.326], [1.032, 3.019, -1.228], [0.747, 3.225, 0.540], [0.092, 4.422, -0.614], [0.667, -3.349, 0.544], [0.988, -3.136, -1.212], [-0.063, -4.483, -0.640], [-3.138, -0.070, -0.030], [-2.570, -0.056, 1.255], [-3.528, -1.004, -0.453], [-3.603, 0.839, -0.427], [-2.385, -0.986, 1.806], [-2.651, 0.833, 1.884], [1.260, -0.135, -0.510], [1.936, -0.441, 0.719], [2.985, -1.338, 0.803], [3.578, -1.568, 2.066], [3.157, -0.888, 3.201], [2.087, 0.044, 3.142], [1.595, 0.805, 4.228], [0.490, 1.615, 4.034], [-0.217, 1.530, 2.824], [0.211, 0.802, 1.795], [1.420, 0.180, 1.880], [1.374, 0.833, -0.823], [1.503, -0.748, -1.288], [3.352, -1.848, -0.089], [4.392, -2.286, 2.128], [3.642, -1.065, 4.163], [2.106, 0.739, 5.190], [0.114, 2.287, 4.800], [-1.156, 2.064, 2.690]],
  "orbital_gap_ev": [7.5, 5.0],
  "total_charge": 3,
  "s2": 8.761,
  "multiplicity": 6,
  "e_homo_ev": [-17.81, -17.80],
  "de_lowest_kcal_mol": 0.00,
  "total_energy_ev": -78567.3302
}

Record 5
{
  "formula": "C4H15N2O2",
  "method": "wB97M-V/def2-TZVPD",
  "symbols": ["N", "C", "C", "C", "O", "C", "N", "H", "H", "H", "H", "H", "H", "H", "H", "H", "H", "H", "H", "H", "H", "H", "O"],
  "xyz": [[-1.623, -0.242, -0.054], [-0.334, 0.149, 0.777], [0.410, 1.133, -0.061], [-0.296, 2.391, -0.730], [-0.610, 1.961, -2.077], [0.497, -1.191, 0.978], [-0.246, -1.866, 2.059], [-1.951, -1.178, 0.254], [-2.335, 0.515, 0.204], [-1.461, -0.084, -1.126], [-0.714, 0.541, 1.731], [1.338, 1.528, 0.456], [0.753, 0.632, -0.979], [-1.244, 2.697, -0.353], [0.582, 3.060, -0.882], [0.123, 2.203, -2.648], [1.464, -0.856, 1.377], [0.464, -1.860, 0.147], [-0.159, -1.515, 3.002], [-0.024, -2.859, 2.105], [2.255, -1.368, -1.982], [1.498, -2.353, -0.960], [1.613, -1.439, -1.237]],
  "orbital_gap_ev": [3.2, 9.7],
  "total_charge": 0,
  "s2": 0.751,
  "multiplicity": 2,
  "e_homo_ev": [-2.83, -9.52],
  "de_lowest_kcal_mol": 68.82,
  "total_energy_ev": -11461.4242
}